The following is a quantum chemistry calculation of C3H9O5PS as an isolated structure, from the Open Molecules 2025 dataset.

As for the orbital gap (alpha / beta): 0.32985 / 0.19444 Ha. The calculation puts the HOMO energy (alpha / beta) at -0.321 / -0.359 Ha. For the LUMO energy (alpha / beta), the calculation gives 0.23 / -4.47 eV. Its spin multiplicity is 3.

```
19
Properties=species:S:1:pos:R:3:forces:R:3
C -0.96411 1.67138 -1.28566 0.94 -3.92 -0.83
C -1.58950 -2.80682 -0.67916 2.19 -0.83 -3.13
C 2.35760 -1.54062 -0.29358 -0.19 0.67 1.96
O -2.31513 -0.08946 1.52400 -3.70 0.39 3.55
O 2.57394 1.33590 -0.04224 0.78 1.48 -0.85
O 0.03976 0.12816 1.05375 0.50 1.02 0.74
O -1.89956 0.63853 -0.85170 2.21 -1.74 1.98
O -1.10063 -1.87304 0.19438 0.64 2.50 0.45
P -1.32041 -0.29439 0.55467 -0.08 -0.64 -5.31
S 2.16698 0.14657 0.69037 0.16 -2.94 -1.17
H -1.29259 2.57816 -1.00129 -1.55 3.20 0.76
H -0.85908 1.59532 -2.39335 0.20 0.11 0.89
H -0.04836 1.51013 -0.70825 0.29 0.22 -0.83
H -1.93564 -2.49413 -1.68478 -0.28 0.69 0.80
H -2.28410 -3.43496 -0.23669 -1.51 -1.08 0.93
H -0.70252 -3.44059 -1.00394 -0.85 0.35 0.66
H 3.37273 -1.86367 -0.33589 0.91 0.28 -0.43
H 1.95873 -2.10585 0.56340 -0.56 -0.17 -0.74
H 1.81905 -1.60085 -1.24647 -0.09 0.42 0.57
```
Positions in Å, forces in eV/Å.

The following is a quantum chemistry calculation of a 2-piece molecular cluster, C3H9OS overall, from the Open Molecules 2025 dataset.

The net charge is -1. As for the orbital gap: 0.18157 Ha. The calculation puts the HOMO energy at -0.073 Ha. For the energy above the lowest of the compared OMol25 structures with the same formula, charge and spin, the calculation gives 45.46 kcal/mol. For the LUMO energy, the calculation gives 2.96 eV.

```
14
Properties=species:S:1:pos:R:3:forces:R:3
C -1.89812 0.17602 -1.48814 0.12 0.91 -0.91
S -2.26112 1.71583 -2.46083 0.02 -0.05 0.16
H -2.41003 0.23404 -0.52744 0.06 -0.39 0.00
H -2.21756 -0.65480 -2.12006 -0.07 -0.27 0.49
H -0.81224 0.12103 -1.36209 -0.10 -0.22 0.28
C 2.06161 -0.80522 2.40424 -0.49 2.28 1.56
O 1.67673 -2.10807 2.69770 0.04 -1.03 0.44
C 2.43340 -0.35915 1.02918 1.37 0.81 -0.17
H 1.37320 -0.05169 2.82926 -1.36 -0.53 -0.83
H 2.75809 -0.48183 3.18307 1.43 -0.94 -0.45
H 1.35334 -2.66914 1.98761 0.03 0.73 -0.39
H 1.61472 -0.24659 0.32842 -0.07 -0.67 -0.25
H 2.84642 0.65531 1.07099 -0.46 0.28 0.55
H 3.35546 -0.81321 0.66067 -0.51 -0.91 -0.47
```
Positions in Å, forces in eV/Å.